# 1
A cluster of 10 separate species, C39H81O13P in total, computed with wB97M-V/def2-TZVPD.

Geometry (Å):
C: 8.95 -0.69 -3.29
O: 9.43 0.55 -2.94
P: 10.12 1.53 -4.07
O: 10.23 2.97 -3.69
O: 11.63 0.84 -4.39
C: 12.59 1.59 -5.10
O: 9.25 1.25 -5.38
C: 9.52 1.96 -6.63
H: 7.87 -0.59 -3.41
H: 8.94 -1.52 -2.58
H: 9.38 -0.99 -4.24
H: 12.31 1.69 -6.14
H: 13.44 0.96 -5.35
H: 12.86 2.49 -4.55
H: 8.63 2.34 -7.12
H: 9.88 1.31 -7.43
H: 10.15 2.85 -6.67
C: 1.32 6.41 -10.32
C: 2.50 7.04 -9.64
C: 2.54 8.57 -9.98
O: 1.27 8.69 -10.53
C: 0.93 7.50 -11.20
H: 0.55 6.22 -9.57
H: 1.57 5.54 -10.92
H: 3.35 6.46 -9.99
H: 2.38 6.98 -8.56
H: 3.29 8.75 -10.75
H: 2.79 9.30 -9.21
H: 1.22 7.52 -12.25
H: -0.14 7.56 -11.41
C: 7.27 5.11 -2.48
C: 5.87 4.71 -2.04
C: 6.17 3.67 -1.00
O: 7.40 4.01 -0.44
C: 8.13 4.86 -1.31
H: 7.15 6.17 -2.67
H: 7.65 4.50 -3.30
H: 5.25 4.22 -2.79
H: 5.28 5.52 -1.59
H: 6.18 2.70 -1.50
H: 5.45 3.57 -0.19
H: 9.13 4.61 -1.67
H: 8.23 5.80 -0.76
C: 0.52 5.08 -5.16
C: 0.18 3.93 -6.07
C: -1.33 3.69 -5.81
O: -1.74 5.10 -5.74
C: -0.67 5.98 -5.50
H: 1.47 5.59 -5.32
H: 0.64 4.74 -4.13
H: 0.59 2.98 -5.73
H: 0.21 4.03 -7.15
H: -1.42 3.17 -4.86
H: -1.71 3.07 -6.62
H: -0.77 6.59 -4.60
H: -0.25 6.55 -6.33
C: 4.75 8.67 -3.64
C: 4.83 9.40 -4.98
C: 3.46 9.16 -5.50
O: 2.57 9.00 -4.34
C: 3.23 8.49 -3.26
H: 5.33 9.11 -2.83
H: 5.20 7.68 -3.72
H: 5.52 8.92 -5.68
H: 5.00 10.45 -4.74
H: 3.34 8.19 -5.99
H: 3.23 10.05 -6.08
H: 3.02 7.44 -3.07
H: 3.10 8.98 -2.30
C: 4.85 3.71 -8.31
C: 4.16 4.40 -7.12
C: 5.35 4.98 -6.31
O: 6.23 5.30 -7.33
C: 6.22 4.30 -8.38
H: 4.28 3.91 -9.22
H: 4.84 2.64 -8.07
H: 3.43 3.82 -6.55
H: 3.55 5.26 -7.39
H: 5.81 4.29 -5.60
H: 5.32 5.86 -5.67
H: 7.02 3.60 -8.14
H: 6.41 4.83 -9.31
C: 6.31 -1.23 -7.47
C: 5.55 -0.16 -8.33
C: 6.19 -0.42 -9.66
O: 6.44 -1.77 -9.73
C: 6.46 -2.43 -8.41
H: 5.72 -1.58 -6.62
H: 7.27 -0.82 -7.18
H: 5.83 0.81 -7.94
H: 4.46 -0.18 -8.31
H: 7.10 0.18 -9.66
H: 5.64 -0.15 -10.57
H: 7.38 -3.02 -8.33
H: 5.54 -3.01 -8.32
C: 1.79 -0.03 -10.18
C: 2.25 1.40 -10.43
C: 1.22 2.24 -9.85
O: -0.01 1.43 -9.97
C: 0.29 0.03 -9.78
H: 2.31 -0.60 -9.41
H: 1.81 -0.54 -11.14
H: 2.36 1.66 -11.48
H: 3.20 1.52 -9.91
H: 1.06 3.24 -10.25
H: 1.34 2.45 -8.78
H: -0.45 -0.56 -10.33
H: 0.10 0.02 -8.71
C: 10.37 6.34 -6.39
C: 8.86 6.56 -6.35
C: 8.70 7.46 -5.10
O: 9.67 7.01 -4.17
C: 10.74 6.34 -4.95
H: 10.79 7.21 -6.90
H: 10.73 5.41 -6.82
H: 8.38 5.61 -6.11
H: 8.52 6.96 -7.30
H: 7.68 7.52 -4.73
H: 8.74 8.51 -5.37
H: 10.73 5.30 -4.62
H: 11.76 6.73 -4.88
C: 3.47 0.75 -4.51
C: 4.80 0.22 -3.89
C: 4.45 -0.12 -2.42
O: 3.04 0.30 -2.24
C: 2.40 0.36 -3.56
H: 3.33 0.32 -5.50
H: 3.52 1.84 -4.48
H: 5.62 0.94 -3.91
H: 5.18 -0.64 -4.44
H: 5.14 0.36 -1.73
H: 4.56 -1.17 -2.15
H: 1.58 1.03 -3.78
H: 2.09 -0.65 -3.84

Results
Orbital gap (alpha / beta)   7.207 / 1.393 eV
Total charge   +1
Spin multiplicity   2
Lowest unoccupied orbital energy (alpha / beta)   -3.219 / -9.032 eV
HOMO (alpha / beta)   -10.4 / -10.4 eV

# 2
A cluster of 2 separate species, C10H16 in total, computed with wB97M-V/def2-TZVPD.

Geometry (Å):
C: 2.05 2.12 -0.42
C: 0.63 2.18 -0.96
C: 3.11 2.64 -1.48
H: 1.99 2.67 0.55
H: 2.29 1.06 -0.18
H: -0.11 1.99 -0.21
H: 4.03 2.67 -0.73
H: 3.20 2.09 -2.51
H: 0.51 1.64 -1.87
H: 0.16 3.13 -1.20
H: 2.80 3.59 -1.80
C: 0.62 -0.94 0.97
C: -2.54 -2.88 1.62
C: -3.27 -2.58 0.45
C: -1.31 -2.24 1.76
C: -0.69 -1.42 0.81
C: -2.78 -1.57 -0.46
C: -1.40 -1.18 -0.34
H: -2.92 -3.52 2.33
H: -4.21 -2.94 0.39
H: -0.66 -2.53 2.66
H: -3.44 -1.14 -1.14
H: 1.11 -1.25 1.96
H: 0.63 0.13 0.80
H: -1.04 -0.42 -1.03
H: 1.25 -1.29 0.04

Results
Orbital gap (alpha / beta)   9.253 / 5.157 eV
Total charge   +1
Spin multiplicity   2
Lowest unoccupied orbital energy (alpha / beta)   -4.242 / -8.338 eV
HOMO (alpha / beta)   -13.5 / -13.5 eV

# 3
A structure of composition C51H48GdIN4O7PSi, computed with wB97M-V/def2-TZVPD.

Geometry (Å):
Gd: 13.03 14.14 13.48
C: 11.91 12.84 17.60
C: 10.61 13.32 17.00
N: 9.61 13.51 17.85
C: 8.46 13.97 17.32
C: 8.31 14.25 15.99
C: 7.03 14.83 15.45
O: 7.24 16.16 14.90
C: 9.32 13.97 15.07
C: 9.10 14.20 13.62
N: 9.97 14.19 12.70
C: 9.47 14.40 11.40
C: 8.46 15.30 11.05
C: 8.22 15.62 9.72
C: 8.89 14.93 8.69
C: 9.80 13.93 9.02
C: 10.07 13.64 10.31
I: 11.34 12.05 10.87
C: 10.54 13.44 15.58
O: 11.53 13.15 14.85
H: 11.76 12.13 18.41
H: 12.46 13.67 18.03
H: 12.63 12.47 16.89
H: 7.68 14.27 18.06
H: 6.30 14.96 16.34
H: 6.63 14.21 14.66
H: 7.99 16.45 15.42
H: 8.04 14.43 13.35
H: 7.96 15.92 11.81
H: 7.50 16.44 9.48
H: 8.67 15.15 7.64
H: 10.24 13.28 8.29
O: 14.96 15.70 13.95
N: 15.68 15.58 14.98
N: 15.38 14.53 15.70
O: 14.40 13.72 15.28
C: 15.99 14.27 16.92
C: 15.93 12.97 17.36
C: 16.69 12.58 18.41
C: 17.53 13.47 19.06
C: 17.60 14.80 18.61
C: 16.83 15.22 17.54
H: 15.25 12.26 16.91
H: 16.56 11.52 18.72
H: 18.04 13.19 19.99
H: 18.33 15.48 19.07
H: 16.89 16.20 17.16
C: 10.58 17.82 15.42
C: 11.15 16.98 14.32
O: 11.94 16.10 14.64
C: 10.98 17.39 12.96
C: 9.93 18.33 12.63
C: 9.80 18.84 11.37
C: 10.66 18.41 10.33
C: 11.71 17.55 10.60
C: 11.81 16.87 11.89
O: 12.60 15.89 12.04
H: 10.95 17.36 16.35
H: 9.51 17.85 15.35
H: 10.86 18.83 15.19
H: 9.24 18.55 13.42
H: 9.01 19.51 11.15
H: 10.61 18.75 9.29
H: 12.35 17.20 9.80
C: 13.75 7.89 11.81
Si: 15.05 9.13 12.24
C: 16.18 9.33 10.79
C: 15.98 8.41 13.70
C: 14.36 10.68 12.65
C: 13.85 11.76 12.96
H: 14.12 6.88 11.82
H: 13.43 8.15 10.78
H: 12.93 8.08 12.49
H: 16.70 8.41 10.60
H: 17.02 10.00 11.06
H: 15.81 9.65 9.79
H: 16.40 7.45 13.45
H: 15.28 8.31 14.51
H: 16.78 9.10 14.00
O: 14.60 14.11 11.55
P: 15.83 14.74 11.07
C: 16.29 14.01 9.51
C: 15.74 12.71 9.31
C: 15.94 12.05 8.14
C: 16.69 12.67 7.12
C: 17.31 13.86 7.38
C: 17.15 14.56 8.57
C: 17.29 14.39 12.12
C: 18.51 15.09 12.22
C: 19.53 14.61 13.06
C: 19.32 13.45 13.78
C: 18.09 12.76 13.71
C: 17.10 13.24 12.88
C: 15.85 16.54 10.76
C: 15.27 17.07 9.62
C: 15.04 18.44 9.50
C: 15.51 19.33 10.49
C: 16.05 18.78 11.64
C: 16.21 17.42 11.81
H: 15.11 12.35 10.08
H: 15.49 11.11 8.04
H: 16.65 12.17 6.17
H: 17.91 14.25 6.55
H: 17.68 15.48 8.74
H: 18.64 16.00 11.66
H: 20.44 15.15 13.09
H: 20.16 12.97 14.32
H: 18.03 11.87 14.28
H: 16.19 12.66 12.77
H: 14.89 16.43 8.89
H: 14.62 18.86 8.63
H: 15.36 20.41 10.42
H: 16.39 19.44 12.46
H: 16.61 16.94 12.66

Results
Orbital gap (alpha / beta)   7.395 / 5.436 eV
Total charge   -1
Spin multiplicity   8
Lowest unoccupied orbital energy (alpha / beta)   2.322 / 0.408 eV
HOMO (alpha / beta)   -5.1 / -5.0 eV

# 4
A structure of composition C11H14BF3N6O3PdS, computed with wB97M-V/def2-TZVPD.

Geometry (Å):
H: 2.41 -2.16 -1.21
N: 1.95 -0.12 -0.95
B: 1.95 2.41 -0.91
N: 2.59 1.04 -1.25
C: 3.79 0.76 -1.84
Pd: 0.00 0.00 0.00
H: 4.45 1.57 -2.15
C: 3.92 -0.63 -1.92
H: 4.75 -1.19 -2.34
C: 2.73 -1.13 -1.35
H: 2.68 3.31 -1.26
C: -1.85 0.16 0.91
H: -2.30 -0.82 1.11
H: -2.53 0.74 0.25
H: -1.74 0.71 1.86
N: 1.70 2.48 0.62
N: 0.59 2.52 -1.65
N: 0.91 1.56 1.23
N: -0.39 1.60 -1.43
C: 2.17 3.35 1.54
C: 0.17 3.42 -2.58
H: 2.83 4.17 1.24
H: 0.82 4.24 -2.89
C: 1.68 2.99 2.79
C: -1.13 3.08 -2.96
C: 0.89 1.85 2.54
C: -1.43 1.92 -2.21
H: 1.86 3.47 3.75
H: -1.76 3.59 -3.68
H: 0.31 1.22 3.22
H: -2.33 1.31 -2.19
H: 0.29 -1.16 1.01
F: -2.99 -4.68 0.76
C: -2.90 -3.30 0.67
F: -3.97 -2.84 -0.07
F: -2.96 -2.79 1.95
S: -1.34 -2.87 -0.17
O: -0.11 -3.35 0.61
O: -1.23 -3.91 -1.28
O: -0.83 -1.42 -1.12

Results
Orbital gap (alpha / beta)   6.079 / 3.805 eV
Total charge   +2
Spin multiplicity   5
Lowest unoccupied orbital energy (alpha / beta)   -7.705 / -11.698 eV
HOMO (alpha / beta)   -13.8 / -15.5 eV

# 5
A structure of composition C5H9N2O, computed with wB97M-V/def2-TZVPD.

Geometry (Å):
C: 1.22 0.76 0.91
C: -1.32 -0.94 -1.13
C: -0.03 -1.17 -0.35
C: -0.13 -0.20 -1.42
C: 0.01 0.04 0.55
N: 2.32 0.52 0.24
N: -1.16 0.45 1.15
O: 1.35 1.72 1.83
H: -1.76 -1.73 -1.69
H: -2.21 -0.44 -0.77
H: 0.62 -2.06 -0.35
H: 0.39 0.57 -2.07
H: 2.18 -0.26 -0.44
H: 2.86 1.42 -0.01
H: -1.82 -0.23 1.52
H: -1.58 1.32 1.25
H: 0.47 2.09 2.12

Results
Orbital gap   8.107 eV
Total charge   +1
Lowest unoccupied orbital energy   -4.702 eV
HOMO   -12.8 eV

# 6
A structure of composition C25H19N8O3S4Y, computed with wB97M-V/def2-TZVPD.

Geometry (Å):
Y: 0.73 -0.02 -0.20
N: 3.92 0.84 -2.10
C: 4.04 0.66 -0.78
N: 3.02 0.56 0.05
C: 3.46 0.55 1.38
C: 4.80 0.61 1.53
S: 5.60 0.69 0.00
C: 2.45 0.50 2.43
C: 2.63 0.72 3.76
S: 1.16 0.47 4.62
C: 0.37 0.07 3.13
N: 1.16 0.17 2.07
N: -0.93 -0.27 3.05
H: 3.06 0.54 -2.55
H: 4.75 0.76 -2.67
H: 5.37 0.59 2.44
H: 3.52 1.02 4.26
H: -1.40 -0.44 3.92
H: -1.17 -0.90 2.29
N: -3.05 2.56 -0.90
C: -4.23 1.80 -1.04
C: -5.46 2.43 -1.11
C: -6.62 1.68 -1.21
C: -6.56 0.30 -1.25
C: -5.32 -0.34 -1.18
C: -4.17 0.41 -1.07
S: -2.59 -0.44 -0.98
N: -1.50 0.81 -0.62
C: -1.83 2.07 -0.62
C: -0.76 3.04 -0.29
C: -1.03 4.37 0.03
C: 0.02 5.23 0.30
C: 1.32 4.75 0.23
C: 1.50 3.41 -0.07
N: 0.50 2.56 -0.31
H: -3.18 3.56 -0.98
H: -5.51 3.51 -1.09
H: -7.57 2.18 -1.25
H: -7.46 -0.29 -1.35
H: -5.26 -1.42 -1.23
H: -2.04 4.74 0.11
H: -0.18 6.26 0.56
H: 2.17 5.39 0.40
H: 2.50 3.00 -0.13
O: -0.14 -2.15 1.07
S: -0.48 -2.89 -0.16
O: -1.87 -3.13 -0.35
N: 0.23 -1.89 -1.27
C: 1.49 -2.33 -1.45
O: 2.38 -1.51 -1.74
C: 1.68 -3.76 -1.14
C: 2.75 -4.58 -1.47
C: 2.68 -5.92 -1.12
C: 1.58 -6.43 -0.43
C: 0.54 -5.59 -0.04
C: 0.61 -4.27 -0.41
H: 3.60 -4.18 -2.00
H: 3.47 -6.59 -1.40
H: 1.53 -7.48 -0.21
H: -0.30 -5.96 0.53

Results
Orbital gap   6.573 eV
Total charge   +2
Lowest unoccupied orbital energy   -6.031 eV
HOMO   -12.6 eV

# 7
A structure of composition C30H40BCl5N12O3SW, computed with wB97M-V/def2-TZVPD.

Geometry (Å):
W: 0.08 -0.83 -0.68
C: 1.89 -4.68 -0.42
C: 1.08 -3.76 -1.05
N: 1.06 -2.60 -0.35
N: 1.86 -2.79 0.74
C: 2.36 -4.02 0.71
B: 1.78 -1.81 1.97
N: 0.28 -1.74 2.31
C: -0.42 -2.16 3.36
C: -1.77 -2.02 3.09
C: -1.81 -1.49 1.82
N: -0.57 -1.31 1.33
N: 2.15 -0.38 1.49
C: 3.03 0.44 2.05
C: 2.92 1.69 1.45
C: 1.90 1.54 0.53
N: 1.43 0.28 0.54
N: 2.70 -2.26 3.04
C: 4.05 -2.46 2.94
C: 4.51 -2.82 4.18
C: 3.36 -2.81 5.00
N: 2.29 -2.47 4.32
H: 2.11 -5.68 -0.73
H: 0.50 -3.87 -1.95
H: 3.00 -4.37 1.50
H: 0.11 -2.53 4.23
H: -2.59 -2.26 3.73
H: -2.68 -1.21 1.25
H: 3.67 0.10 2.84
H: 3.47 2.58 1.68
H: 1.49 2.29 -0.11
H: 4.57 -2.34 2.01
H: 5.52 -3.05 4.47
H: 3.27 -3.04 6.05
C: -4.87 -2.86 -1.30
O: -3.46 -3.07 -0.99
C: -2.64 -2.09 -1.03
O: -1.42 -2.28 -0.79
N: -3.00 -0.79 -1.18
N: -1.87 0.01 -1.45
H: -5.32 -3.84 -1.21
H: -4.97 -2.50 -2.32
H: -5.31 -2.18 -0.57
H: -3.89 -0.53 -1.59
H: -1.93 0.92 -0.95
H: -1.75 0.08 -2.46
O: 0.33 0.80 -1.93
S: 0.80 2.20 -2.43
C: 2.23 2.04 -3.52
C: 2.02 3.27 -4.40
C: 0.58 3.19 -4.92
C: -0.30 2.56 -3.82
H: 2.13 1.11 -4.07
H: 3.15 2.04 -2.93
H: 2.75 3.28 -5.20
H: 2.17 4.18 -3.81
H: 0.53 2.56 -5.81
H: 0.20 4.17 -5.19
H: -0.72 1.59 -4.12
H: -1.10 3.20 -3.46
C: -2.49 1.14 3.86
C: -2.98 1.71 2.54
N: -2.32 2.95 2.17
C: -2.62 4.12 3.01
C: -1.55 4.44 4.05
C: -1.53 3.03 1.10
C: -1.00 4.39 0.73
N: -1.24 1.97 0.35
H: -3.01 0.21 4.08
H: -2.70 1.83 4.68
H: -1.42 0.95 3.84
H: -4.05 1.91 2.59
H: -2.82 1.00 1.72
H: -3.57 3.90 3.50
H: -2.81 4.99 2.37
H: -1.53 3.70 4.85
H: -1.76 5.41 4.50
H: -0.55 4.48 3.62
H: -1.80 5.01 0.32
H: -0.23 4.30 -0.04
H: -0.57 4.93 1.57
H: -0.67 2.36 -0.40
Cl: 2.77 -0.77 -1.85
C: 1.76 -1.50 -3.08
C: 0.40 -1.57 -2.80
C: -0.35 -2.17 -3.80
Cl: -2.09 -2.21 -3.75
C: 0.21 -2.70 -4.98
Cl: -0.77 -3.43 -6.17
C: 1.59 -2.61 -5.19
Cl: 2.30 -3.23 -6.61
C: 2.38 -1.98 -4.23
Cl: 4.07 -1.81 -4.45

Results
Orbital gap (alpha / beta)   6.030 / 6.326 eV
Total charge   +3
Spin multiplicity   2
Lowest unoccupied orbital energy (alpha / beta)   -9.914 / -9.617 eV
HOMO (alpha / beta)   -15.9 / -15.9 eV

# 8
A structure of composition C2HBrClIO, computed with wB97M-V/def2-TZVPD.

Geometry (Å):
C: -0.13 -0.31 0.97
C: -0.21 0.35 -0.67
O: -0.71 0.22 1.81
Cl: 0.82 -1.74 1.10
Br: -0.09 -0.98 -2.03
I: 1.47 1.63 -0.55
H: -1.16 0.84 -0.64

Results
Orbital gap   9.720 eV
Lowest unoccupied orbital energy   -0.155 eV
HOMO   -9.9 eV